Density functional theory data (ωB97M-V with the def2-TZVPD basis set) for a structure of composition C4H6N2 in a non-equilibrium geometry.

Calculated values
F_max	5.4	eV/A
multiplicity	1
calculated total energy	-265.42078	a.u.
energy above the lowest of the compared OMol25 structures with the same formula, charge and spin	301.38	kJ/mol
total charge	0
HOMO level	-10.08	eV

Each line ends with the natural charge from an NBO analysis.
Geometry (Å):
C: 1.7989 0.8974 0.0246  0.052
C: 0.3796 0.4007 0.1737  0.233
C: 0.9768 -0.9815 0.0264  -0.337
C: -1.8504 0.1950 -0.0576  -0.456
N: 2.2912 -0.3282 -0.0826  -0.338
N: -0.6789 1.0738 0.0693  -0.373
H: 2.2963 1.7914 0.0247  0.195
H: 0.8266 -1.5629 0.9234  0.213
H: 0.4421 -1.3973 -0.8248  0.212
H: -2.6086 0.6370 0.7076  0.217
H: -1.5500 -0.8667 0.0465  0.174
H: -2.3237 0.1413 -1.0312  0.210